Entry from OMol25: a 10-piece molecular cluster, C34H96N12O10 overall at a distorted geometry (ωB97M-V/def2-TZVPD).

Molecular weight, g/mol: 833.22
HOMO level, eV: -8.3642
Structure (SMILES): COC[C@H](C)N.COC[C@H](C)N.COC[C@H](C)N.COC[C@H](C)N.COC[C@H](C)N.COC[C@H](C)N.COC[C@H](C)N.COC[C@H](C)N.NC(N)=O.NC(N)=O
Total charge: 0
Multiplicity: 1
ΔE to the lowest compared entry with this formula, charge and spin, kcal per mole: 136.2

Atoms and positions in Å:
C  0.5014  -7.0768  1.4846
O  1.7343  -6.4443  1.6546
C  1.8736  -5.1406  1.1099
C  1.8829  -3.9897  2.2044
C  0.5119  -3.6168  2.8425
N  2.3530  -2.7494  1.7661
H  -0.4069  -6.5431  1.7644
H  0.5326  -8.0872  1.8923
H  0.3734  -7.1703  0.4062
H  2.7332  -5.1817  0.4409
H  1.0701  -4.9974  0.3873
H  2.5326  -4.3013  3.0223
H  0.1138  -4.5572  3.2237
H  -0.3103  -3.2227  2.2452
H  0.6659  -2.9576  3.6969
H  2.0624  -2.1808  2.5487
H  1.6931  -2.4685  1.0550
C  1.8770  2.8472  0.9415
O  1.3903  2.9058  2.2392
C  1.5103  4.2761  2.7575
C  2.7889  4.5925  3.4586
C  3.1677  3.5591  4.4997
N  2.7638  5.9183  4.0461
H  2.5104  3.6993  0.6948
H  1.0950  2.8078  0.1832
H  2.4212  1.9033  0.9084
H  1.2186  5.0809  2.0828
H  0.7103  4.3183  3.4966
H  3.6076  4.5948  2.7390
H  2.3132  3.1924  5.0683
H  3.7667  4.0485  5.2677
H  3.6241  2.6807  4.0434
H  2.0518  5.8078  4.7538
H  2.3948  6.4581  3.2763
C  0.0068  -0.1624  2.7572
O  0.5959  -0.4077  4.0281
C  2.0406  -0.3162  4.1982
C  2.4254  -1.1877  5.4445
C  1.5781  -1.0239  6.7633
N  3.8439  -0.9944  5.7738
H  0.4392  -0.8482  2.0285
H  0.1486  0.8939  2.5289
H  -1.0787  -0.2578  2.7308
H  2.5125  -0.6422  3.2713
H  2.3713  0.6846  4.4760
H  2.0527  -2.2012  5.2959
H  0.5520  -1.3530  6.5997
H  1.5114  0.0281  7.0406
H  1.9978  -1.5873  7.5966
H  4.2857  -0.4992  5.0124
H  3.9579  -0.3815  6.5685
C  1.1537  3.0004  -5.0998
O  -0.0487  2.2973  -5.2616
C  -0.7590  2.3973  -3.9960
C  -2.0924  1.6662  -4.1169
C  -1.8332  0.1615  -4.4886
N  -2.9080  2.3134  -5.1596
H  2.0101  2.9134  -5.7685
H  1.6716  2.9103  -4.1449
H  0.8947  4.0510  -5.2311
H  -0.2267  1.9658  -3.1483
H  -0.9481  3.4612  -3.8529
H  -2.7459  1.7085  -3.2456
H  -1.0956  0.1546  -5.2911
H  -2.7071  -0.3695  -4.8660
H  -1.4820  -0.4436  -3.6528
H  -2.6143  3.2787  -5.1161
H  -2.4628  2.0106  -6.0142
C  3.8958  3.9826  -1.7012
O  4.5349  2.9458  -0.9060
C  4.2366  1.7177  -1.5112
C  4.9579  0.5594  -0.8011
C  6.4929  0.7444  -0.4450
N  4.7047  -0.6883  -1.5532
H  4.3857  4.9324  -1.4866
H  2.8263  4.0599  -1.5054
H  4.1306  3.7817  -2.7465
H  3.2166  1.3976  -1.7240
H  4.6762  1.8290  -2.5023
H  4.4575  0.3198  0.1371
H  6.9957  -0.2227  -0.4465
H  6.5145  1.2805  0.5038
H  6.9736  1.2763  -1.2661
H  3.8052  -0.6969  -2.0126
H  4.6749  -1.4966  -0.9483
C  2.3392  -3.0200  -2.0678
O  1.8579  -1.8792  -2.8423
C  1.3951  -2.0276  -4.1962
C  1.8012  -0.9046  -5.1368
C  1.1447  -1.1570  -6.5544
N  3.1790  -0.8017  -5.3228
H  2.5560  -2.6530  -1.0646
H  3.2261  -3.4538  -2.5298
H  1.6308  -3.8149  -1.8345
H  1.5834  -2.9927  -4.6665
H  0.3089  -1.9387  -4.1812
H  1.5535  0.0670  -4.7092
H  0.2700  -1.8023  -6.4725
H  1.7979  -1.3519  -7.4049
H  0.6844  -0.2352  -6.9101
H  3.3946  0.1792  -5.4296
H  3.6180  -0.9723  -4.4294
C  -2.7456  -3.2234  0.5856
O  -4.0339  -3.4361  0.0826
C  -4.9244  -3.9570  1.0916
C  -6.0301  -4.7448  0.4408
C  -5.5608  -5.8314  -0.5771
N  -6.8523  -3.8223  -0.2423
H  -2.5586  -3.0463  1.6447
H  -2.2130  -2.5231  -0.0578
H  -2.1915  -4.1471  0.4190
H  -4.4855  -4.5683  1.8801
H  -5.2760  -3.2795  1.8697
H  -6.5768  -5.3426  1.1701
H  -5.3298  -6.8101  -0.1565
H  -4.7522  -5.5057  -1.2314
H  -6.4589  -5.9480  -1.1837
H  -6.1646  -3.4078  -0.8550
H  -7.4622  -4.2315  -0.9356
C  -6.0005  5.2701  1.5396
O  -4.5680  5.1604  1.7575
C  -4.0448  3.8688  1.5972
C  -2.5113  3.9049  1.6712
C  -1.8360  4.2862  0.3568
N  -1.8665  2.6911  2.1752
H  -6.3918  6.1063  2.1190
H  -6.5086  4.4094  1.9743
H  -6.1752  5.2601  0.4637
H  -4.4099  3.2663  2.4289
H  -4.2251  3.4511  0.6066
H  -2.1992  4.6750  2.3766
H  -1.4436  3.3977  -0.1379
H  -0.9577  4.9127  0.5129
H  -2.5166  4.7847  -0.3334
H  -2.3409  2.3271  2.9891
H  -0.8759  2.7733  2.3543
N  -0.5308  -1.2899  -1.3381
C  0.0153  -0.3205  -0.6483
N  -0.8866  0.5501  -0.2727
O  1.2433  -0.2117  -0.4463
H  -1.5050  -1.1033  -1.5284
H  0.0797  -1.9120  -1.8483
H  -1.8375  0.2984  -0.5021
H  -0.8497  1.4069  0.2609
N  -5.2753  0.5782  -0.7900
C  -4.4138  -0.2188  -1.3691
N  -4.9861  -1.2053  -1.9937
O  -3.2323  -0.2195  -1.1527
H  -6.2760  0.5806  -0.9262
H  -4.7998  1.4040  -0.4551
H  -5.9314  -1.3265  -2.3281
H  -4.3225  -1.9213  -2.2525

These are the Mulliken partial charges, in e, on atoms 1 to 2: C -0.7008; O -0.4278